Version one
{
  "formula": "C9H11FN2O3",
  "method": "the ωB97M-V functional and the def2-TZVPD basis",
  "homo_lumo_gap_ev": 9.00,
  "elements": ["O", "C", "C", "C", "N", "C", "C", "C", "C", "O", "C", "O", "N", "H", "H", "H", "H", "H", "H", "H", "H", "C", "F", "H", "H", "H"],
  "xyz": [[-5.5538, -0.0338, 0.0812], [-4.3971, 0.2967, 0.2180], [-3.7619, 1.3946, 0.8067], [-2.4244, 1.5110, 0.6188], [-1.6184, 0.6924, -0.0456], [-0.2995, 1.0296, -0.2981], [0.5757, 0.6503, -1.2313], [1.8918, 1.3789, -1.1231], [1.4350, 2.4072, -0.0614], [0.1142, 2.0308, 0.5007], [-2.1916, -0.4574, -0.6714], [-1.5867, -1.3035, -1.2205], [-3.4862, -0.5755, -0.4409], [-4.2748, 2.0209, 1.5895], [-1.9165, 2.2258, 1.0806], [0.4012, -0.2004, -1.8776], [2.7083, 0.7741, -0.8602], [2.2202, 1.8989, -2.0422], [2.2010, 2.3751, 0.7793], [1.1937, 3.3869, -0.4244], [-3.9686, -1.4259, -0.6632], [1.3837, -2.7418, 0.8082], [2.1460, -3.7471, 1.3125], [0.3100, -2.8573, 0.9772], [1.7003, -1.6809, 1.0088], [1.5642, -2.9637, -0.1802]]
}

***

Version two
{
  "formula": "C9H11FN2O3",
  "method": "the ωB97M-V functional and the def2-TZVPD basis",
  "homo_lumo_gap_ev": 8.59,
  "elements": ["C", "C", "C", "C", "C", "C", "C", "C", "C", "N", "N", "O", "O", "O", "F", "H", "H", "H", "H", "H", "H", "H", "H", "H", "H", "H"],
  "xyz": [[2.7577, 0.3889, 1.6053], [1.7955, 1.1726, 1.0558], [3.7781, -0.1927, 0.7693], [2.4180, 0.5193, -1.1493], [-1.5349, 0.9700, -1.5395], [-1.2302, -0.0233, -0.7199], [0.7754, 2.1354, -0.9866], [-0.5628, -1.2087, -1.3519], [-1.5621, -0.2290, 0.7075], [3.5562, -0.0222, -0.5671], [1.6131, 1.3050, -0.2932], [4.6892, -0.9284, 1.0893], [2.2150, 0.3825, -2.2949], [-1.9652, 0.9925, 1.5600], [0.2142, 2.9429, -0.1320], [2.6194, 0.0467, 2.6551], [0.9901, 1.5834, 1.5609], [-1.5207, 0.9996, -2.6166], [-1.9887, 1.8052, -1.1147], [-1.3366, -1.9181, -1.6737], [0.2276, -1.6188, -0.7270], [0.0733, -0.9200, -2.2770], [-0.6840, -0.5688, 1.3173], [-2.3875, -0.9916, 0.6545], [4.1176, -0.5603, -1.2482], [-2.5746, 1.3142, 0.9045]]
}

***

Which one sits at the top of the stability order? version one does.

***

Version one
{
  "formula": "C10H13NO",
  "method": "the ωB97M-V functional and the def2-TZVPD basis",
  "homo_lumo_gap_ev": 9.21,
  "elements": ["C", "N", "O", "C", "C", "C", "C", "C", "C", "C", "C", "C", "H", "H", "H", "H", "H", "H", "H", "H", "H", "H", "H", "H", "H"],
  "xyz": [[1.8800, 1.7758, -0.7455], [1.3574, 1.1342, 0.4786], [0.1001, 1.7309, 0.7189], [-0.9454, 0.9322, 0.2525], [-2.2751, 1.3426, 0.2474], [-3.2275, 0.3217, 0.0364], [-2.8537, -0.9332, -0.2584], [-1.4932, -1.2774, -0.3441], [-0.5376, -0.3478, -0.0537], [0.9656, -0.4669, 0.2916], [1.7571, -1.1107, -0.8319], [1.1926, -1.0502, 1.5918], [2.0290, 2.8961, -0.4542], [2.8532, 1.4528, -0.9355], [1.2463, 1.6991, -1.5692], [-2.4724, 2.3801, 0.2761], [-4.2941, 0.5243, 0.1872], [-3.7518, -1.5341, -0.3378], [-1.1804, -2.2436, -0.8567], [2.8113, -0.9168, -0.9187], [1.3060, -0.8651, -1.7452], [1.5896, -2.1730, -0.7945], [1.5487, -1.9814, 1.3956], [0.4206, -0.8002, 2.2653], [1.9738, -0.4894, 2.1039]]
}

***

Version two
{
  "formula": "C10H13NO",
  "method": "the ωB97M-V functional and the def2-TZVPD basis",
  "homo_lumo_gap_ev": 9.19,
  "elements": ["O", "C", "C", "C", "N", "C", "C", "C", "C", "C", "C", "C", "H", "H", "H", "H", "H", "H", "H", "H", "H", "H", "H", "H", "H"],
  "xyz": [[-2.4764, -2.1832, 0.5140], [-2.3634, -0.9826, -0.4263], [-1.2732, 0.0257, 0.1126], [-1.6496, 1.5154, -0.2988], [-0.4441, 2.3459, -0.2814], [0.7588, 2.0323, 0.5662], [1.2976, 0.6792, 0.2001], [2.6589, 0.2991, 0.0122], [2.9064, -1.0906, -0.1886], [1.9914, -2.0744, -0.1518], [0.6404, -1.7321, 0.0324], [0.2951, -0.3789, 0.0682], [-2.3691, -1.6885, 1.3679], [-3.4198, -0.5619, -0.7099], [-1.9327, -1.5699, -1.3949], [-1.3951, -0.1499, 1.2785], [-2.3312, 1.7676, -1.3127], [-2.4278, 2.0819, 0.5338], [-0.1951, 2.5244, -1.2490], [1.5661, 2.7280, 0.6089], [0.3362, 2.2104, 1.6550], [3.6859, 1.0317, -0.1093], [3.9679, -1.3118, -0.0486], [2.2491, -3.0574, -0.5507], [-0.0761, -2.4603, -0.2280]]
}

***

Which one sits at the top of the stability order? version one does.

***

Version one
{
  "formula": "C10H13NO",
  "method": "the ωB97M-V functional and the def2-TZVPD basis",
  "homo_lumo_gap_ev": 8.14,
  "elements": ["C", "C", "C", "N", "C", "C", "C", "C", "C", "C", "H", "H", "H", "H", "H", "H", "H", "H", "H", "C", "O", "H", "H", "H", "H"],
  "xyz": [[2.9622, -0.5129, 1.6980], [1.5187, -0.2306, 1.4013], [0.9286, 0.9780, 1.2097], [-0.2919, 0.8199, 0.6222], [-0.5151, -0.5060, 0.4087], [-1.6521, -1.1578, -0.0662], [-1.6042, -2.5319, -0.1706], [-0.4752, -3.2416, 0.2513], [0.6434, -2.5999, 0.7559], [0.6387, -1.2056, 0.8097], [3.6048, 0.3495, 1.5087], [3.3150, -1.2369, 0.9590], [3.1741, -1.0287, 2.6369], [1.3337, 1.9273, 1.5185], [-0.8626, 1.6511, 0.5410], [-2.5252, -0.6469, -0.4576], [-2.4726, -3.0689, -0.5419], [-0.4063, -4.3132, 0.1108], [1.5342, -3.1742, 0.9775], [-1.4906, 3.1764, -2.7364], [-1.1902, 3.0789, -1.3556], [-2.3792, 3.8035, -2.9088], [-1.7658, 2.1673, -3.0402], [-0.6771, 3.6340, -3.2983], [-1.3452, 3.8694, -0.8338]]
}

***

Version two
{
  "formula": "C10H13NO",
  "method": "the ωB97M-V functional and the def2-TZVPD basis",
  "homo_lumo_gap_ev": 8.79,
  "elements": ["C", "C", "C", "N", "C", "C", "C", "C", "C", "C", "H", "H", "H", "H", "H", "H", "H", "H", "H", "C", "O", "H", "H", "H", "H"],
  "xyz": [[2.1578, -2.7848, -0.5917], [2.0067, -1.2844, -0.7571], [2.4067, -0.5064, -1.7945], [1.7962, 0.7380, -1.7314], [0.9714, 0.7500, -0.6417], [0.2194, 1.8127, -0.1524], [-0.3372, 1.7041, 1.0980], [-0.1958, 0.4984, 1.8236], [0.4900, -0.5606, 1.2897], [1.1021, -0.4791, 0.0292], [2.7631, -2.9213, 0.3155], [2.6552, -3.2430, -1.4382], [1.1997, -3.1870, -0.2907], [3.0544, -0.7516, -2.6237], [1.8496, 1.4461, -2.4382], [0.0571, 2.7095, -0.7456], [-0.8723, 2.5148, 1.5718], [-0.7690, 0.3438, 2.7277], [0.5806, -1.4968, 1.8359], [-4.0173, 0.6190, 1.1639], [-4.5240, -0.0188, -0.0105], [-4.3935, 1.6246, 1.2661], [-4.2330, -0.0669, 1.9975], [-2.9450, 0.4725, 1.1684], [-5.4253, -0.3216, 0.1384]]
}

***

Which one sits at the top of the stability order? version one does.

***

Version one
{
  "formula": "C4H2N2O",
  "method": "the ωB97M-V functional and the def2-TZVPD basis",
  "homo_lumo_gap_ev": 10.57,
  "elements": ["N", "C", "C", "C", "C", "N", "O", "H", "H"],
  "xyz": [[-0.1330, -2.0791, 3.3039], [-0.3991, -1.4712, 2.3534], [-0.6040, -0.7289, 1.2043], [-0.6327, -0.0697, 0.1951], [-0.4439, 0.7542, -1.0137], [0.8566, 0.7281, -1.4045], [-1.3337, 1.3707, -1.5572], [1.5485, 0.2088, -0.8876], [1.1413, 1.2871, -2.1938]]
}

***

Version two
{
  "formula": "C4H2N2O",
  "method": "the ωB97M-V functional and the def2-TZVPD basis",
  "homo_lumo_gap_ev": 12.41,
  "elements": ["N", "C", "C", "O", "C", "C", "N", "H", "H"],
  "xyz": [[0.6272, 1.0325, 2.7784], [0.5848, 0.6394, 1.6380], [0.5394, 0.0829, 0.3699], [-0.0392, -1.2050, 0.1405], [-0.6599, 0.0693, -0.2937], [-0.5429, -0.1059, -1.7482], [-0.4658, -0.3401, -2.9031], [1.4775, 0.5117, -0.0914], [-1.8221, 0.1672, 0.0447]]
}

***

Which one sits at the top of the stability order? version one does.